# 1
{
  "formula": "C2H4O2",
  "method": "ωB97M-V with the def2-TZVPD basis set",
  "elements": ["C", "H", "H", "C", "H", "O", "O", "H"],
  "xyz": [[0.1857, -0.5505, 0.8168], [-0.1852, 0.3715, -2.1986], [1.2059, -1.2873, 1.0598], [-0.1680, 0.6202, -1.0992], [-0.9743, -1.0276, 1.3990], [-0.4379, 1.7269, -0.6502], [0.0759, -0.5914, -0.5345], [0.2979, 0.7381, 1.2069]],
  "e_lumo_ev": 0.767,
  "gap_ev": 11.71,
  "charge": 0,
  "energy_ha": -228.98836
}

---

# 2
{
  "formula": "C15H42Cu3O17",
  "method": "ωB97M-V with the def2-TZVPD basis set",
  "elements": ["O", "O", "H", "C", "H", "Cu", "C", "H", "O", "H", "C", "C", "C", "O", "Cu", "H", "H", "H", "C", "H", "H", "H", "H", "H", "H", "H", "O", "H", "H", "H", "O", "H", "O", "C", "H", "C", "H", "H", "C", "H", "C", "H", "O", "Cu", "H", "H", "H", "H", "H", "H", "O", "H", "O", "H", "C", "H", "O", "H", "C", "C", "O", "C", "O", "O", "H", "H", "H", "H", "H", "H", "O", "O", "H", "C", "O", "H", "H"],
  "xyz": [[-5.1895, -0.4949, 2.3866], [4.1554, -0.7493, -7.5831], [0.0247, -6.7346, 0.9157], [-4.1607, -2.8844, -3.7734], [1.9513, -7.1957, -0.6871], [3.0736, 2.2956, 2.5106], [0.6940, -0.1495, -0.2389], [-2.5017, 1.3069, 2.5822], [1.2397, 5.3065, 2.8323], [4.7004, -1.1616, 4.6748], [1.4139, 6.4442, 2.0218], [1.4369, -6.2404, -0.5819], [-4.1813, 7.0171, 0.1894], [2.2060, -5.3654, 0.1797], [5.2671, -1.1170, -0.9859], [-4.8364, -3.6658, -3.4256], [4.8283, -3.3930, 2.9919], [-5.6744, 6.3861, 1.7223], [0.0129, -6.3444, -0.1020], [-0.1661, -4.4822, 0.2690], [-3.3547, -0.9169, 2.5165], [-4.1618, 6.4485, 3.2112], [-5.5002, 8.1140, 1.5387], [2.8275, -2.0079, 3.7251], [4.0598, -3.0619, -6.2733], [-3.2579, -4.2588, -5.3528], [0.3445, 0.9279, 0.1324], [-1.5702, -2.4930, -4.0687], [2.4537, 6.8912, 0.1752], [5.7513, -1.8264, -5.7677], [2.7437, -2.0162, 4.6814], [4.0355, 0.1076, -7.9990], [-1.9731, -2.8995, -4.8394], [-4.0641, -0.6148, 3.2869], [-4.4147, 1.0687, 4.6053], [4.1077, -1.9567, 5.1271], [1.0088, 4.5634, 0.1682], [3.3131, -0.0863, -5.8515], [-3.5377, 0.6737, 4.0926], [1.7880, -4.5012, 0.1671], [-3.0052, -3.7025, -4.4502], [-3.1037, -2.9683, -2.0365], [1.5719, -0.7385, 0.3322], [-2.3017, 1.6644, -2.7586], [0.4396, 6.8200, 1.7092], [-3.3135, 7.6727, 0.2618], [-4.6602, -2.0786, -4.3111], [-4.7515, 7.4034, -0.6554], [0.6855, 5.3212, 3.6160], [3.1008, -2.4797, -4.8992], [-3.8535, 5.6374, 0.0309], [2.3078, -1.1235, -6.7566], [-3.7109, -2.3673, -2.4745], [5.6972, -3.3516, 5.6354], [-4.9501, 7.1733, 1.5134], [-4.7329, -0.3191, 1.5606], [1.4510, 5.3354, -0.1925], [4.2109, -4.0934, 4.8962], [3.8698, -2.2084, -5.6224], [3.3391, -1.0155, -6.4206], [5.1675, -2.0368, -5.0352], [4.9135, -3.2602, 4.8833], [-4.1735, 7.2833, 2.7373], [5.5269, -3.2954, 3.6431], [2.0225, 7.2577, 2.4165], [3.1683, 5.6018, 1.0326], [-2.7216, -4.5171, -3.7838], [-4.3060, -1.4631, 3.9271], [1.3351, -5.8917, -1.6095], [-2.8232, 0.3968, 4.8678], [0.4118, -0.6168, -1.3536], [-0.7156, -5.1458, -0.1544], [-3.7102, 5.2024, 0.8746], [2.1945, 6.0123, 0.7655], [-3.1317, 1.7598, 3.1474], [4.2305, -1.7621, 6.1926], [-0.5724, -7.0400, -0.7034]],
  "e_lumo_ev": -5.624,
  "gap_ev": 2.99,
  "charge": 1,
  "energy_ha": -6796.37957
}

---

# 3
{
  "formula": "CH4N2OS",
  "method": "ωB97M-V with the def2-TZVPD basis set",
  "elements": ["H", "O", "N", "H", "H", "H", "N", "S", "C"],
  "xyz": [[1.5474, 0.8945, -1.1689], [2.1060, 0.1454, 1.7153], [-1.7943, -0.8452, -0.0010], [-1.4612, -1.0265, 0.9002], [-2.3055, 1.1986, -0.2780], [-1.4801, -1.6803, -0.5223], [2.3278, 0.4503, -0.6355], [-1.1791, 0.5895, -0.5600], [2.2390, 0.2737, 0.5503]],
  "smiles": "N=C=O.NS",
  "e_lumo_ev": 0.559,
  "gap_ev": 9.91,
  "charge": 0,
  "energy_ha": -623.41606
}

---

# 4
{
  "formula": "C5H11OS",
  "method": "ωB97M-V with the def2-TZVPD basis set",
  "elements": ["S", "C", "H", "H", "H", "H", "H", "H", "C", "H", "H", "C", "C", "H", "C", "H", "H", "O"],
  "xyz": [[-0.5821, -0.9374, -0.5991], [-2.3077, -0.3831, -2.7132], [-2.7227, 0.3340, -1.9939], [-3.1011, -0.7113, -3.4023], [-1.5515, 0.1794, -3.2701], [1.5998, -1.2159, 1.3985], [0.5906, -1.0883, 2.8180], [1.3750, 2.9592, -0.0227], [1.3327, 1.3192, 0.9902], [1.2534, 0.7400, 0.0669], [-2.3504, -2.2746, -1.6279], [-1.6243, -1.5320, -1.9739], [1.4516, 0.7476, 2.1839], [1.5052, 1.4051, 3.0536], [1.5197, -0.7296, 2.3732], [-0.9560, -2.0162, -2.6914], [2.3465, -1.0346, 3.0206], [1.1428, 2.6696, 0.8543]],
  "e_lumo_ev": 3.684,
  "gap_ev": 6.12,
  "charge": -1,
  "energy_ha": -670.53131
}

---

# 5
{
  "formula": "C3H3NO2",
  "method": "ωB97M-V with the def2-TZVPD basis set",
  "elements": ["H", "O", "C", "N", "C", "C", "O", "H", "H"],
  "xyz": [[2.1068, 0.6906, 0.5205], [-1.6658, -0.7945, 1.3571], [1.0109, 0.6424, 0.3879], [-0.9221, -0.2735, -0.8876], [0.4445, -0.4609, -0.3941], [-1.0358, -0.6001, 0.3724], [0.2679, 1.4125, 0.9689], [-1.2847, 0.5375, -1.3656], [1.0784, -1.1540, -0.9596]],
  "smiles": "O=C[C@@H]1NC1=O",
  "e_lumo_ev": 0.293,
  "gap_ev": 10.04,
  "charge": 0,
  "energy_ha": -321.26841
}

---

The records above yield highest occupied orbital energy values of -0.402; -0.317; -0.344; -0.090; -0.358 Ha, respectively.
The records above yield energy relative to the best compared isomer or geometry (same formula, charge and spin) values of 74.2; 338.2; 27.1; 20.8; 68.5 kcal per mole, respectively.